Record 1
The following is a quantum chemistry calculation of a structure of composition C35H27N2PPd, from the OMol25 dataset.

Cartesian coordinates (Å):
Pd (0.452, -0.572, 0.785)
C (-6.189, 1.552, -2.617)
C (-6.082, 0.363, -1.906)
C (-4.917, 0.073, -1.215)
C (-3.828, 0.948, -1.239)
C (-3.951, 2.139, -1.949)
C (-5.124, 2.439, -2.630)
P (-2.365, 0.429, -0.257)
C (-1.187, 1.811, -0.540)
C (-0.564, 2.049, -1.764)
C (0.363, 3.072, -1.899)
C (0.682, 3.872, -0.807)
C (0.066, 3.647, 0.416)
C (-0.860, 2.620, 0.546)
C (-1.617, -0.866, -1.312)
C (-2.164, -1.326, -2.508)
C (-1.547, -2.352, -3.210)
C (-0.379, -2.914, -2.715)
C (0.173, -2.444, -1.529)
C (-0.431, -1.417, -0.803)
H (-7.100, 1.787, -3.151)
H (-6.910, -0.333, -1.883)
H (-4.843, -0.853, -0.653)
H (-3.130, 2.844, -1.972)
H (-5.203, 3.372, -3.175)
H (-0.795, 1.412, -2.611)
H (0.841, 3.246, -2.855)
H (1.406, 4.670, -0.913)
H (0.310, 4.266, 1.271)
H (-1.326, 2.425, 1.506)
H (-3.076, -0.887, -2.895)
H (-1.979, -2.712, -4.135)
H (0.103, -3.724, -3.250)
H (1.082, -2.905, -1.155)
C (3.441, 0.979, -2.163)
C (4.240, 1.812, -1.398)
C (3.934, 1.998, -0.061)
C (2.833, 1.344, 0.478)
N (2.076, 0.530, -0.267)
C (2.367, 0.356, -1.553)
C (2.425, 1.498, 1.903)
C (2.932, 2.491, 2.728)
C (2.475, 2.575, 4.034)
C (1.521, 1.675, 4.476)
C (1.049, 0.722, 3.587)
N (1.501, 0.637, 2.341)
H (3.642, 0.808, -3.211)
H (5.095, 2.310, -1.834)
H (4.552, 2.634, 0.555)
H (1.706, -0.309, -2.097)
H (3.655, 3.204, 2.359)
H (2.854, 3.345, 4.693)
H (1.135, 1.713, 5.485)
H (0.272, 0.005, 3.834)
C (-0.765, -1.371, 1.980)
C (-1.542, -2.546, 1.700)
C (-2.943, -2.549, 1.790)
C (-3.657, -3.712, 1.560)
C (-3.007, -4.914, 1.313)
C (-1.618, -4.931, 1.277)
C (-0.891, -3.766, 1.437)
H (-3.456, -1.626, 2.027)
H (-4.740, -3.683, 1.602)
H (-3.573, -5.822, 1.156)
H (-1.093, -5.859, 1.084)
H (0.189, -3.784, 1.357)

Results
Energy relative to the best compared isomer or geometry (same formula, charge and spin): 0.000 eV
E_HOMO (alpha / beta): -6.23 / -6.23 eV
Molar mass: 613.01 g mol⁻¹
E: -1928.580505 a.u.
HOMO-LUMO gap (alpha / beta): 5.70 / 5.70 eV
Lowest unoccupied orbital energy (alpha / beta): -0.0197 / -0.0197 hartree


Record 2
The following is a quantum chemistry calculation of an isolated molecule of C19H19BN2O4, from the OMol25 dataset.

Cartesian coordinates (Å):
N (0.133, 3.526, -1.132)
C (0.648, 3.232, -0.144)
C (1.178, 2.837, 1.090)
C (2.517, 2.954, 1.326)
C (3.086, 2.535, 2.512)
C (2.270, 1.983, 3.460)
C (0.903, 1.784, 3.218)
C (0.339, 2.222, 2.039)
C (-1.082, 1.912, 1.734)
C (-1.291, 0.441, 1.704)
O (-2.247, -0.020, 2.320)
N (-0.366, -0.306, 0.973)
C (-0.522, -1.723, 0.892)
C (-0.113, -2.336, -0.460)
C (-1.091, -2.102, -1.579)
C (-1.037, -3.264, -2.627)
O (-0.874, -2.645, -3.926)
C (-0.786, -1.237, -3.753)
C (-0.688, -0.281, -4.770)
C (-0.470, 1.028, -4.406)
C (-0.343, 1.415, -3.076)
C (-0.553, 0.471, -2.066)
C (-0.780, -0.856, -2.406)
B (-0.031, -2.317, 2.277)
O (-0.679, -1.952, 3.457)
O (0.946, -3.275, 2.311)
H (3.113, 3.369, 0.530)
H (4.146, 2.619, 2.705)
H (2.693, 1.623, 4.393)
H (0.275, 1.326, 3.935)
H (-1.715, 2.392, 2.483)
H (-1.352, 2.294, 0.745)
H (0.618, -0.005, 0.833)
H (-1.569, -1.962, 1.092)
H (0.024, -3.401, -0.342)
H (0.878, -1.936, -0.689)
H (-2.119, -2.032, -1.188)
H (-1.989, -3.825, -2.612)
H (-0.199, -3.966, -2.450)
H (-0.689, -0.610, -5.789)
H (-0.288, 1.766, -5.190)
H (-0.039, 2.404, -2.844)
H (-0.420, 0.794, -1.049)
H (-1.349, -1.260, 3.253)
H (0.914, -3.614, 3.219)

Results
E_HOMO: -8.15 eV
Molar mass: 350.18 g mol⁻¹
E: -1170.850292 a.u.
HOMO-LUMO gap: 8.11 eV
Lowest unoccupied orbital energy: -0.0018 hartree
Structure (SMILES): N#Cc1ccccc1CC(=O)N[C@@H](C[C@@H]1COc2ccccc21)B(O)O


Record 3
The following is a quantum chemistry calculation of an isolated molecule of C2H4N2OS2, from the OMol25 dataset.

Cartesian coordinates (Å):
C (2.925, -0.623, -0.326)
N (1.793, 0.036, -0.254)
S (0.510, -0.912, 0.373)
C (-0.844, 0.066, -0.014)
S (-2.358, -0.675, -0.145)
N (-0.696, 1.394, -0.201)
O (0.357, 2.117, 0.329)
H (3.081, -1.649, 0.010)
H (3.839, -0.072, -0.592)
H (-1.512, 1.944, -0.453)
H (1.150, 1.576, -0.020)

Results
Energy relative to the best compared isomer or geometry (same formula, charge and spin): 2.995 eV
E_HOMO: -8.38 eV
Molar mass: 136.20 g mol⁻¹
E: -1059.633197 a.u.
HOMO-LUMO gap: 8.13 eV
Lowest unoccupied orbital energy: -0.0090 hartree
Structure (SMILES): C=NSC(=S)NO


Record 4
The following is a quantum chemistry calculation of a cluster of 2 separate species, CH3F2N4O in total, from the OMol25 dataset.

Cartesian coordinates (Å):
C (-0.208, 0.474, 0.409)
N (-2.365, 0.444, 1.380)
N (-1.548, 0.484, 0.491)
N (0.396, -0.650, 0.313)
N (1.707, -0.534, -1.117)
O (0.301, 1.605, 0.040)
F (1.124, -1.480, -1.928)
F (2.863, -0.968, -0.769)
H (-3.311, 0.633, 1.236)
H (-0.196, -1.517, 0.340)
H (1.236, 1.509, -0.397)

Results
Energy relative to the best compared isomer or geometry (same formula, charge and spin): 1.246 eV
E_HOMO (alpha / beta): -14.51 / -14.51 eV
Molar mass: 125.06 g mol⁻¹
E: -533.327313 a.u.
HOMO-LUMO gap (alpha / beta): 7.48 / 7.49 eV
Lowest unoccupied orbital energy (alpha / beta): -0.2581 / -0.2580 hartree
Net charge: +1


Record 5
The following is a quantum chemistry calculation of a structure of composition C18H23BFeO6, from the OMol25 dataset.

Cartesian coordinates (Å):
C (0.931, 1.015, 0.083)
C (1.156, 2.462, 0.448)
O (2.331, 2.893, 0.011)
B (2.658, 4.310, -0.215)
H (2.311, 5.096, 0.824)
O (4.101, 4.348, -0.421)
C (4.942, 3.928, 0.522)
C (6.290, 3.543, -0.038)
O (4.700, 3.808, 1.713)
O (1.992, 4.703, -1.465)
C (2.450, 5.783, -2.111)
C (1.981, 5.867, -3.539)
O (3.183, 6.631, -1.622)
O (0.342, 3.115, 1.093)
H (1.886, 0.494, -0.033)
H (0.296, 0.522, 0.819)
H (0.413, 1.003, -0.877)
H (6.411, 3.963, -1.037)
H (7.086, 3.871, 0.638)
H (6.325, 2.451, -0.090)
H (1.310, 5.044, -3.796)
H (1.474, 6.824, -3.720)
H (2.846, 5.842, -4.203)
C (2.662, 5.133, 3.368)
C (1.933, 6.278, 2.813)
C (0.569, 6.457, 3.145)
C (-0.153, 7.669, 3.594)
C (-1.539, 7.341, 3.756)
C (-1.728, 5.941, 3.403)
C (-0.460, 5.397, 3.039)
Fe (-0.893, 6.963, 1.910)
C (0.108, 6.883, 0.196)
C (-0.295, 8.241, 0.501)
C (-1.740, 8.251, 0.672)
C (-2.227, 6.888, 0.467)
C (-1.076, 6.046, 0.179)
H (3.714, 5.218, 3.097)
H (2.518, 4.969, 4.449)
H (2.306, 4.227, 2.860)
H (2.501, 7.110, 2.379)
H (0.379, 8.572, 3.848)
H (-2.301, 7.990, 4.176)
H (-2.647, 5.377, 3.474)
H (-0.187, 4.374, 2.790)
H (1.112, 6.568, -0.061)
H (0.356, 9.108, 0.513)
H (-2.357, 9.127, 0.830)
H (-3.268, 6.585, 0.447)
H (-1.094, 4.985, -0.079)

Results
Spin multiplicity: 5
Energy relative to the best compared isomer or geometry (same formula, charge and spin): 0.000 eV
E_HOMO (alpha / beta): -7.44 / -8.62 eV
Molar mass: 402.03 g mol⁻¹
E: -2439.623041 a.u.
HOMO-LUMO gap (alpha / beta): 6.30 / 6.78 eV
Lowest unoccupied orbital energy (alpha / beta): -0.0420 / -0.0678 hartree
Expectation value of S²: 6.101


Record 6
The following is a quantum chemistry calculation of a cluster of 2 separate species, C18H20O4S2 in total, from the OMol25 dataset.

Cartesian coordinates (Å):
C (-0.867, 0.345, -2.350)
C (0.348, 1.190, -2.441)
C (1.680, 0.813, -2.355)
C (2.682, 1.851, -2.335)
C (2.309, 3.296, -2.309)
C (4.017, 1.522, -2.309)
C (4.448, 0.201, -2.298)
C (5.903, -0.115, -2.302)
C (3.493, -0.812, -2.286)
C (2.140, -0.554, -2.304)
C (1.221, -1.725, -2.310)
H (-1.767, 0.959, -2.277)
H (-0.992, -0.299, -3.223)
H (-0.853, -0.283, -1.459)
H (0.169, 2.240, -2.602)
H (3.199, 3.924, -2.251)
H (1.768, 3.588, -3.210)
H (1.693, 3.531, -1.439)
H (4.750, 2.311, -2.294)
H (6.071, -1.193, -2.307)
H (6.389, 0.303, -3.186)
H (6.394, 0.298, -1.419)
H (3.828, -1.836, -2.278)
H (1.789, -2.657, -2.326)
H (0.596, -1.751, -1.417)
H (0.586, -1.725, -3.197)
C (-4.899, -2.007, 4.880)
C (-4.412, -2.240, 3.611)
C (-3.594, -1.308, 3.020)
C (-3.264, -0.155, 3.683)
C (-3.748, 0.085, 4.946)
C (-4.568, -0.847, 5.547)
S (-2.182, 0.997, 2.837)
O (-2.992, 2.200, 2.445)
O (-0.901, 1.063, 3.619)
C (-1.905, -0.052, 1.420)
S (-2.906, -1.530, 1.377)
O (-1.986, -2.716, 1.424)
O (-4.018, -1.373, 0.378)
H (-5.537, -2.734, 5.353)
H (-4.661, -3.143, 3.079)
H (-3.479, 0.996, 5.454)
H (-4.949, -0.668, 6.538)
H (-0.993, 0.008, 0.871)

Results
Energy relative to the best compared isomer or geometry (same formula, charge and spin): 3.929 eV
E_HOMO: -6.11 eV
Molar mass: 364.49 g mol⁻¹
E: -1795.020733 a.u.
HOMO-LUMO gap: 2.73 eV
Lowest unoccupied orbital energy: -0.1244 hartree


Record 7
The following is a quantum chemistry calculation of a structure of composition F6H6KN3O15S6, from the OMol25 dataset.

Cartesian coordinates (Å):
K (-0.933, -2.244, -3.558)
N (1.100, 0.013, 5.135)
S (1.773, 0.532, 3.804)
O (0.830, 1.164, 2.927)
O (2.743, -0.313, 3.187)
F (2.608, 1.778, 4.357)
S (-0.072, -1.002, 4.647)
O (0.306, -2.020, 3.738)
O (-1.342, -0.400, 4.439)
F (-0.188, -1.747, 6.055)
N (-1.534, -1.608, -1.079)
S (-0.341, -1.525, 0.117)
O (0.497, -2.665, 0.154)
O (-0.733, -0.852, 1.291)
F (0.525, -0.443, -0.671)
S (-2.709, -2.154, -0.153)
O (-3.538, -1.204, 0.477)
O (-2.463, -3.369, 0.545)
F (-3.649, -2.744, -1.369)
N (0.712, 3.406, -3.533)
S (-0.062, 4.811, -3.830)
O (0.824, 5.919, -3.936)
O (-1.320, 4.993, -3.215)
F (-0.374, 4.496, -5.364)
S (0.773, 3.387, -1.938)
O (-0.398, 2.881, -1.286)
O (1.444, 4.507, -1.370)
F (1.821, 2.207, -1.750)
O (3.824, -0.878, -0.462)
H (4.484, -0.205, -0.274)
H (3.068, -0.383, -0.793)
O (-0.977, -5.959, 0.296)
H (-0.534, -5.554, -0.453)
H (-1.641, -5.304, 0.537)
O (-1.662, 0.867, -2.589)
H (-1.331, 1.563, -1.992)
H (-1.532, 0.050, -2.095)

Results
Energy relative to the best compared isomer or geometry (same formula, charge and spin): 0.557 eV
E_HOMO: -3.93 eV
Molar mass: 633.54 g mol⁻¹
E: -4884.851169 a.u.
HOMO-LUMO gap: 5.96 eV
Lowest unoccupied orbital energy: 0.0746 hartree
Net charge: -2


Record 8
The following is a quantum chemistry calculation of a cluster of 2 separate species, C6H10OS in total, from the OMol25 dataset.

Cartesian coordinates (Å):
C (2.292, -0.380, -0.375)
C (2.481, -1.211, -1.382)
C (-1.230, -0.847, 0.455)
C (-1.387, 1.233, -0.506)
C (-0.570, -1.728, 1.520)
C (-0.692, 2.632, -0.440)
O (-0.820, 0.361, 0.256)
S (2.061, 0.517, 0.890)
H (1.580, -1.372, -1.907)
H (3.393, -1.787, -1.793)
H (-2.093, -1.232, -0.040)
H (-2.408, 1.048, -0.798)
H (-0.472, -1.257, 2.506)
H (0.488, -1.880, 1.246)
H (-0.994, -2.747, 1.641)
H (-1.376, 3.469, -0.538)
H (-0.002, 2.653, -1.313)
H (-0.250, 2.529, 0.574)

Results
Energy relative to the best compared isomer or geometry (same formula, charge and spin): 6.057 eV
E_HOMO: -6.38 eV
Molar mass: 130.21 g mol⁻¹
E: -707.827708 a.u.
HOMO-LUMO gap: 6.39 eV
Lowest unoccupied orbital energy: 0.0001 hartree


E of number 6 (C18H20O4S2)? -1795.020733 a.u.


Which value of molar mass does entry 3 give? 136.20 g mol⁻¹